C30H24BrCl3N3O2RuTe | ωB97M-V/def2-TZVPD

Each line ends with the Mulliken charge.
CARTESIAN COORDINATES (ANGSTROEM)
Te (-0.21890, 2.94893, 1.69555)  0.535
Ru (-0.55815, 0.33914, 0.81517)  1.259
Br (0.84599, -0.68645, -1.58468)  -0.066
Cl (-5.52250, 0.88287, -4.66420)  -0.156
Cl (-1.52873, 2.34548, -1.39328)  -0.218
Cl (-4.09624, -2.31070, -0.59038)  -0.153
O (-2.15739, -0.22427, -0.00137)  0.025
O (2.37021, -3.12284, 3.78073)  -0.609
N (1.36070, -5.10687, 4.18837)  -0.363
N (1.53396, 0.09196, 0.95489)  0.208
N (-0.79812, -1.44622, 1.94946)  0.713
C (-2.03893, -1.90818, 2.18451)  -0.740
C (-2.26829, -3.03979, 2.93994)  -1.532
C (-2.43423, 1.41190, 3.00385)  0.274
C (-2.74299, 1.20075, -1.86130)  1.000
C (1.38174, -3.83200, 3.76060)  0.445
C (-3.54111, 1.47887, -2.95317)  -0.789
C (2.34327, 0.33521, 2.00416)  -0.481
C (2.07612, -0.36999, -0.16729)  0.240
C (-2.89321, 0.05470, -1.08871)  -1.171
C (1.99950, 4.59701, 4.98887)  -0.671
C (-4.79900, 1.75655, 2.80329)  -0.666
C (-1.19479, -3.73617, 3.47801)  -0.408
C (4.24206, -0.38102, 0.77957)  -0.439
C (-4.52131, 0.56651, -3.30261)  0.354
C (-3.27256, 3.30896, 1.76043)  -0.828
C (-4.70129, -0.60031, -2.57410)  -0.856
C (0.22779, -2.12397, 2.46187)  -0.203
C (1.29674, 2.44056, 5.79420)  -0.736
C (3.42361, -0.62403, -0.30665)  -0.684
C (-3.73070, 1.01023, 3.28741)  -1.069
C (1.96545, 3.64258, 5.99463)  -0.580
C (-3.88778, -0.85015, -1.48884)  0.625
C (0.71131, 3.14248, 3.57803)  0.609
C (4.55785, 0.39723, 3.17170)  -1.612
C (3.70756, 0.10960, 1.97099)  0.463
C (0.08508, -3.26519, 3.22801)  0.104
C (1.36771, 4.35276, 3.77670)  -0.788
C (-2.21269, 2.55622, 2.24439)  0.886
C (0.67178, 2.18383, 4.58397)  -0.088
C (-4.56928, 2.90117, 2.04783)  -0.591
H (3.80873, -1.01139, -1.23896)  0.516
H (5.30388, -0.58008, 0.70433)  0.502
H (1.25705, 1.70176, 6.58401)  0.446
H (1.23104, -1.76686, 2.29838)  0.511
H (-3.28699, -3.36135, 3.10561)  0.512
H (2.51040, 5.53752, 5.14462)  0.437
H (0.56758, -5.71195, 4.07879)  0.162
H (0.14814, 1.24428, 4.45625)  0.404
H (-1.59975, 0.86114, 3.41993)  0.124
H (-3.40620, 2.38459, -3.52738)  0.483
H (1.86284, 0.69404, 2.89803)  0.621
H (-5.47060, -1.30478, -2.85678)  0.478
H (-3.90544, 0.13085, 3.89404)  0.517
H (5.32878, -0.36318, 3.28640)  0.453
H (3.96170, 0.41749, 4.08245)  0.362
H (-5.40467, 3.48619, 1.68681)  0.450
H (2.21130, -5.49507, 4.56378)  0.259
H (5.05382, 1.36343, 3.06362)  0.357
H (-1.37009, -4.60940, 4.09347)  0.411
H (-3.10182, 4.20135, 1.17177)  0.476
H (1.38738, 5.11143, 3.00366)  0.403
H (-5.81436, 1.45649, 3.02587)  0.456
H (2.45627, 3.83513, 6.93908)  0.439
H (-2.85340, -1.34333, 1.76620)  0.980

Its spin multiplicity is 2. Its total energy is -5789.31184 hartree. The calculation puts the largest force on an atom at 1.3 eV/A. The energy above the lowest of the compared OMol25 structures with the same formula, charge and spin is 38.1 kcal per mole. The orbital gap (alpha / beta) comes out at 5.400 / 6.163 eV. Its charge is +2. The expectation value of S² is 0.78.

---

C30H24BrClN4O4Pd | ωB97M-V/def2-TZVPD

Each line ends with the Mulliken charge.
CARTESIAN COORDINATES (ANGSTROEM)
Pd (0.46726, -0.34492, 0.40285)  0.403
Br (-1.28163, -0.56159, -2.16978)  -0.172
Cl (5.68591, 2.40686, 6.50805)  -0.227
O (2.55465, -0.14846, 1.19073)  -0.784
O (0.90152, -0.91058, 4.08923)  -0.712
O (-0.48328, -1.43354, 2.05087)  -0.929
O (1.03802, 1.33567, 1.78651)  -0.827
N (0.42201, -3.18186, 0.76481)  -0.104
N (1.30234, 1.08620, -1.15437)  0.240
N (2.34314, 2.89821, -1.86877)  -0.029
N (-0.00041, -2.50083, -0.28400)  -0.072
C (1.38382, 2.38307, -1.06086)  -0.732
C (-0.05576, -6.58577, -5.56817)  -0.403
C (3.66867, -0.64725, -3.42237)  -0.859
C (2.16879, 0.79045, 1.94684)  1.179
C (4.40242, 0.86623, 3.06539)  -0.098
C (2.92593, -3.78387, 4.96601)  -0.484
C (1.41619, -2.15112, 4.03916)  0.377
C (-0.79503, -2.75513, -3.83785)  -0.913
C (2.28311, 0.69961, -2.05318)  0.711
C (-0.12055, -2.74054, 2.10279)  0.582
C (2.55036, 2.01619, 4.08278)  -0.215
C (-0.61878, -2.32709, -2.58271)  0.202
C (3.07089, 1.25772, 3.04066)  0.126
C (4.32332, 0.50035, -3.89176)  -0.504
C (4.68012, 1.97571, 5.16147)  0.466
C (0.82474, -6.09951, -4.61327)  -0.686
C (-1.30818, -4.54234, -5.41862)  -0.571
C (3.35152, 2.37434, 5.15170)  -0.819
C (0.92282, -3.11179, 3.15247)  0.693
C (3.98125, 1.76267, -3.44875)  -1.010
C (1.38978, -4.41819, 3.24450)  -0.785
C (2.95043, 1.84086, -2.52002)  0.429
C (2.43696, -2.49245, 4.92762)  -0.668
C (-1.11954, -5.79346, -5.97712)  -0.551
C (5.21843, 1.23163, 4.12400)  -0.773
C (-0.08840, -3.03886, -1.44813)  -0.416
C (2.38856, -4.76399, 4.13929)  -0.752
C (-0.45982, -4.05952, -4.41448)  0.621
C (2.64516, -0.56716, -2.50041)  -0.121
C (0.62764, -4.85235, -4.04260)  -0.166
H (4.49421, 2.64615, -3.80621)  0.408
H (-1.32367, -2.08705, -4.50719)  0.404
H (0.09317, -7.56795, -5.99655)  0.380
H (2.14322, -1.44925, -2.12361)  0.322
H (0.75661, 2.98864, -0.42672)  0.508
H (1.50664, 2.29486, 4.05490)  0.447
H (6.25663, 0.93178, 4.15988)  0.418
H (3.71530, -4.04010, 5.66151)  0.378
H (4.79054, 0.26168, 2.25631)  0.440
H (-1.01102, -3.37893, 2.27018)  0.144
H (5.11831, 0.39238, -4.61769)  0.375
H (-1.80511, -6.15228, -6.73391)  0.373
H (1.67912, -6.69394, -4.31567)  0.382
H (0.21771, -0.86898, 3.37036)  0.439
H (2.60901, 3.86421, -1.92772)  0.202
H (3.98081, -1.61514, -3.79210)  0.416
H (2.82289, -1.72044, 5.58283)  0.494
H (-2.13770, -3.92830, -5.74857)  0.359
H (2.73979, -5.78613, 4.19569)  0.383
H (0.95569, -5.18741, 2.61175)  0.354
H (0.16333, -4.08852, -1.58308)  0.591
H (2.95190, 2.94038, 5.98164)  0.408
H (1.35536, -4.48141, -3.33244)  0.493
H (0.55637, -4.17942, 0.64923)  0.234

Its spin multiplicity is 3. Its total energy is -4839.65213 hartree. The calculation puts the largest force on an atom at 0.7 eV/A. The energy above the lowest of the compared OMol25 structures with the same formula, charge and spin is 12.6 kcal per mole. The orbital gap (alpha / beta) comes out at 7.385 / 6.612 eV. Its charge is 0. The expectation value of S² is 2.01.

---

C30H24BrN6NaO7S | ωB97M-V/def2-TZVPD

Each line ends with the Mulliken charge.
CARTESIAN COORDINATES (ANGSTROEM)
Br (-0.52480, 5.09368, 8.82436)  -0.268
S (0.39663, -0.76048, -4.54270)  1.193
Na (-0.78973, 1.23927, -1.59003)  0.824
O (-0.84042, -1.36406, -4.96911)  -0.690
O (-0.65229, -1.43400, 0.79515)  -0.615
O (1.48643, -1.66040, -4.25445)  -0.708
O (-2.91302, 0.08482, -2.83010)  -0.779
O (-1.22630, 2.26052, 0.33226)  -0.910
O (0.30520, 2.61046, -3.11754)  -0.833
O (-2.80247, -4.37771, -2.21367)  -0.740
N (-2.77389, -2.14154, -2.50305)  0.221
N (2.04644, 0.40050, 4.31039)  -0.191
N (1.88222, 0.51272, 5.58911)  -1.077
N (-1.80363, -0.59124, -0.96331)  -0.220
N (0.19510, 0.32152, -3.36763)  -0.210
N (1.28461, 1.39052, -0.32154)  -0.442
C (-2.49327, -0.81113, -2.10094)  0.093
C (1.27844, 2.91919, 5.76615)  0.226
C (0.87452, 1.32741, 0.96076)  -0.182
C (0.43678, 1.58689, -3.79170)  0.497
C (1.32383, 2.75217, -5.94184)  -0.434
C (1.19987, 0.86282, 3.37633)  -0.249
C (-2.70993, -3.53307, 0.64682)  -1.427
C (0.08148, 2.36645, 8.20994)  -0.478
C (-2.49107, -3.26762, -1.80388)  0.010
C (0.91592, 1.64241, -5.22655)  -0.016
C (2.47786, 0.92703, -0.63044)  -0.339
C (1.76065, 2.56324, -7.24942)  -0.505
C (1.20696, 1.57310, 6.19477)  0.007
C (0.78124, 3.95128, 6.54309)  -0.600
C (3.34035, 0.38419, 0.32642)  -0.835
C (-0.51291, 1.81027, 1.22798)  0.976
C (0.93685, 0.38858, -5.79036)  0.123
C (0.48632, -3.56763, -1.57541)  -1.177
C (-3.96152, -2.67131, 0.81043)  -1.188
C (-1.77088, -3.07270, -0.48117)  2.997
C (-0.51076, -3.95150, -0.48607)  -1.593
C (-0.96183, 1.70475, 2.60350)  -1.112
C (0.17909, 3.67057, 7.76215)  0.131
C (-0.15202, 1.26768, 3.59529)  -0.026
C (1.78154, 1.28683, -7.81481)  -0.446
C (1.67556, 0.83343, 1.99699)  1.790
C (1.36749, 0.17718, -7.08678)  -0.605
C (0.59755, 1.33555, 7.43772)  -0.283
C (-1.36051, -1.61359, -0.19303)  -0.522
C (2.94368, 0.35148, 1.64051)  -0.547
H (3.57965, -0.05076, 2.41780)  0.455
H (-3.14543, -2.23618, -3.43622)  0.328
H (-4.55086, -2.64665, -0.11115)  0.265
H (-0.82811, -4.98975, -0.61073)  0.453
H (1.73713, 3.14138, 4.81107)  0.361
H (2.09265, 3.41089, -7.83727)  0.364
H (2.76097, 0.97582, -1.67906)  0.369
H (-2.12584, -3.51217, 1.56877)  0.391
H (-4.59931, -3.06498, 1.60543)  0.479
H (-0.55558, 1.17472, 4.59299)  0.400
H (4.30508, -0.00549, 0.02548)  0.379
H (-0.04922, -3.84020, 0.49502)  0.419
H (0.85657, 4.97502, 6.19806)  0.380
H (-2.99084, -4.56799, 0.43831)  0.456
H (1.29777, 3.72899, -5.47348)  0.504
H (1.37537, -4.20106, -1.53218)  0.549
H (-3.69790, -1.64263, 1.06474)  0.236
H (0.54733, 0.31215, 7.78975)  0.359
H (-0.38813, 2.15516, 9.16236)  0.375
H (-1.99575, 1.96318, 2.79604)  0.414
H (0.81426, -2.53141, -1.46404)  0.163
H (1.38515, -0.81684, -7.51649)  0.428
H (0.05676, -3.66851, -2.57539)  0.266
H (2.12695, 1.15883, -8.83440)  0.366

Its total energy is -5147.56361 hartree. The calculation puts the largest force on an atom at 1.0 eV/A. The energy above the lowest of the compared OMol25 structures with the same formula, charge and spin is 13.8 kcal per mole. The orbital gap comes out at 5.516 eV. Its charge is -2.

---

> Which value of energy above the lowest of the compared OMol25 structures with the same formula, charge and spin does entry 2 give?

12.6 kcal per mole

---

> What is the formula in the second record?

C30H24BrClN4O4Pd